# 1
68
Properties=species:S:1:pos:R:3:forces:R:3 method="wB97M-V/def2-TZVPD" relative_energy_kcal_mol=0.00 orbital_gap_ha=0.2429 total_charge=-1
Cd 1.064154 0.516897 -1.105105 0.1 -0.1 0.0
C 0.905970 -2.654701 0.430366 0.0 0.0 0.0
C 1.676723 -1.990039 1.569406 0.0 0.0 0.0
C 0.960785 -2.154867 2.904910 0.0 0.0 0.0
P 2.089668 -0.216701 1.169775 -0.1 0.0 -0.1
C 3.907793 -0.126657 1.447056 0.0 0.0 0.0
C 4.419030 1.274176 1.106414 0.0 0.0 0.0
C 4.453244 -0.658419 2.772513 0.0 0.0 0.0
C 1.213596 0.825382 2.357572 0.0 0.0 0.1
C 1.763244 1.521048 3.429515 0.0 0.0 0.0
C 0.982428 2.339726 4.231442 0.0 0.0 0.0
C -0.372240 2.472775 3.938332 0.0 0.0 0.0
C -0.938417 1.808736 2.868538 0.0 0.0 0.0
C -0.165907 0.963183 2.045028 0.0 0.0 0.0
N -0.607482 0.344648 0.911963 0.0 0.0 0.0
C -1.868625 -0.121195 0.752567 0.0 0.0 0.0
C -2.700642 -0.519172 1.832002 0.0 0.0 0.0
C -3.965588 -1.023833 1.628969 0.0 0.0 0.0
C -4.491092 -1.162275 0.344866 0.0 0.0 0.0
C -3.692574 -0.807559 -0.728469 0.0 0.0 0.0
C -2.397552 -0.317150 -0.561655 0.0 0.0 0.0
P -1.342807 0.132076 -1.958984 0.0 0.0 0.0
C -2.108430 1.655665 -2.652748 0.0 0.0 0.0
C -1.432974 2.047139 -3.966562 0.0 0.0 0.0
C -1.980024 2.771640 -1.615948 0.0 0.0 0.0
C -1.460142 -1.137679 -3.293442 0.0 0.0 0.0
C -2.789305 -1.306767 -4.026174 0.0 0.0 0.0
C -0.943603 -2.473115 -2.761181 0.0 0.0 0.0
H 0.764068 -3.717991 0.643362 0.0 0.0 0.0
H 1.449698 -2.568262 -0.512569 0.0 0.0 0.0
H -0.075628 -2.195618 0.303466 0.0 0.0 0.0
H 2.656617 -2.476161 1.629763 0.0 0.0 0.0
H -0.018455 -1.672106 2.868073 0.0 0.0 0.0
H 1.517177 -1.703162 3.727891 0.0 0.0 0.0
H 0.808323 -3.214610 3.126105 0.0 0.0 0.0
H 4.257937 -0.795628 0.650205 0.0 0.0 0.0
H 4.064468 2.017947 1.822482 0.0 0.0 0.0
H 4.084608 1.586135 0.114516 0.0 0.0 0.0
H 5.511305 1.286547 1.123212 0.0 0.0 0.0
H 4.197972 -0.016314 3.613950 0.0 0.0 0.0
H 5.543843 -0.715318 2.724563 0.0 0.0 0.0
H 4.080402 -1.658352 2.999260 0.0 0.0 0.0
H 2.817512 1.431755 3.648170 0.0 0.0 0.0
H 1.423654 2.871672 5.064130 0.0 0.0 0.0
H -0.993504 3.118610 4.548694 0.0 0.0 0.0
H -1.986704 1.949335 2.636726 0.0 0.0 0.0
H -2.318027 -0.426251 2.840502 0.0 0.0 0.0
H -4.559031 -1.316614 2.488272 0.0 0.0 0.0
H -5.492619 -1.540373 0.188685 0.0 0.0 0.0
H -4.091990 -0.900829 -1.730075 0.0 0.0 0.0
H -3.171543 1.446079 -2.820674 0.0 0.0 0.0
H -0.355092 2.166436 -3.826498 0.0 0.0 0.0
H -1.829474 3.004883 -4.313394 0.0 0.0 0.0
H -1.599132 1.311750 -4.754625 0.0 0.0 0.0
H -0.929644 3.037778 -1.475529 0.0 0.0 0.0
H -2.391284 2.476315 -0.648968 0.0 0.0 0.0
H -2.510532 3.663220 -1.958793 0.0 0.0 0.0
H -0.712807 -0.762856 -4.002684 0.0 0.0 0.0
H -3.495406 -1.890872 -3.434809 0.0 0.0 0.0
H -2.623484 -1.852072 -4.958706 0.0 0.0 0.0
H -3.259282 -0.354988 -4.278556 0.0 0.0 0.0
H -1.573306 -2.842905 -1.947579 0.0 0.0 0.0
H 0.078226 -2.374561 -2.393793 0.0 0.0 0.0
H -0.943003 -3.219732 -3.558811 0.0 0.0 0.0
S 3.856827 1.667926 -4.610872 0.0 0.0 -0.1
C 2.897820 1.214084 -3.341237 0.0 0.0 0.1
S 2.176253 2.424737 -2.287839 0.0 0.0 0.0
S 2.564004 -0.462596 -2.976985 -0.1 0.0 0.0

---

# 2
50
Properties=species:S:1:pos:R:3:forces:R:3 method="wB97M-V/def2-TZVPD" relative_energy_kcal_mol=28.62 orbital_gap_ha=0.2954 smiles="C[C@@H](F)CBCCC(F)(F)F.O=C1C=C(O)C(=O)C=C1O.O=C1C=C(O)C(=O)C=C1O"
C 7.116353 -2.539180 -2.864609 0.2 0.1 -0.8
C 6.114881 -2.619624 -4.129681 0.1 1.3 2.4
F 5.770275 -3.984548 -4.336538 0.4 1.5 -0.1
C 4.839192 -1.710865 -3.737345 -0.2 -1.0 -1.3
B 3.441549 -2.266308 -4.347776 0.0 1.0 0.4
C 2.113761 -1.338327 -4.294359 0.4 0.9 0.6
C 1.055821 -1.740865 -3.171753 -0.7 -0.2 -0.8
C 0.731216 -3.279619 -3.080826 -1.1 0.5 1.1
F -0.554503 -3.387746 -2.484687 1.9 -0.1 -0.8
F 1.583996 -3.944464 -2.174726 -1.3 0.8 -2.2
F 0.631055 -3.936597 -4.293368 0.6 0.9 2.2
H 8.167247 -2.358754 -3.252479 -1.1 -0.3 0.7
H 6.818838 -1.671169 -2.188583 0.5 -1.2 -0.9
H 7.098357 -3.500651 -2.268602 -0.1 1.1 -0.8
H 6.628139 -2.171374 -5.032261 -0.7 -1.0 0.7
H 4.995688 -0.677532 -4.199874 -0.1 -1.1 1.0
H 4.710657 -1.660515 -2.603580 0.2 0.2 -1.4
H 3.398284 -3.342054 -4.839464 -0.1 -0.1 0.0
H 1.582218 -1.239318 -5.292998 0.6 -0.4 1.1
H 2.468177 -0.280452 -4.029469 -0.7 -1.3 -0.3
H 0.065554 -1.212468 -3.418007 1.8 -1.3 0.3
H 1.335165 -1.384129 -2.125261 -0.1 -0.7 -1.4
O -2.594719 3.029256 1.676375 0.0 0.3 -0.4
C -2.211791 2.325035 0.759064 0.1 -0.6 0.6
C -1.780634 0.940090 0.959926 -0.1 0.3 0.2
C -1.350708 0.206502 -0.069226 0.2 -1.0 0.6
O -0.950853 -1.078793 0.099041 -0.1 1.0 -0.7
C -1.290485 0.765820 -1.450519 -0.1 0.5 -0.5
O -0.873771 0.070888 -2.362137 -0.5 0.4 0.7
C -1.744736 2.143199 -1.656203 0.2 -0.4 -0.2
C -2.177761 2.875201 -0.627198 -0.2 1.0 -0.7
O -2.603586 4.149957 -0.797733 0.2 -0.9 0.6
H -1.827558 0.548808 1.966684 0.0 0.0 0.0
H -0.688432 -1.390568 -0.788167 -0.1 -0.2 0.1
H -1.712563 2.530662 -2.665568 0.0 0.0 0.0
H -2.860513 4.458696 0.091633 0.0 0.1 -0.1
O -4.794958 3.537330 7.952896 0.0 0.2 -0.3
C -4.410755 2.832474 7.037558 0.0 -0.4 0.6
C -3.978598 1.446228 7.239038 -0.1 0.3 0.1
C -3.548715 0.713238 6.209663 0.2 -1.0 0.7
O -3.147906 -0.571237 6.376264 -0.2 0.9 -0.6
C -3.488742 1.272078 4.828476 -0.1 0.6 -0.6
O -3.074021 0.578250 3.916028 0.0 -0.3 0.4
C -3.942475 2.648942 4.622916 0.1 -0.3 -0.2
C -4.375958 3.381407 5.651139 -0.2 0.9 -0.7
O -4.802233 4.656757 5.479824 0.2 -0.9 0.7
H -4.025051 1.053913 8.245786 0.0 0.0 0.0
H -2.884919 -0.878089 5.488212 0.0 -0.1 0.1
H -3.909980 3.034928 3.613537 0.1 0.0 0.0
H -5.059499 4.965587 6.368934 0.0 0.0 -0.1

---

# 3
27
Properties=species:S:1:pos:R:3:forces:R:3 method="wB97M-V/def2-TZVPD" relative_energy_kcal_mol=102.48 orbital_gap_ha=0.1089
Hg 0.884418 -0.476164 -0.206521 0.7 -0.1 0.1
C -3.838722 -1.932850 -1.403720 1.2 0.5 1.3
O -2.726456 -1.258787 -0.859881 -1.3 -0.7 -0.4
H -4.085301 -2.838145 -0.848978 0.3 -0.4 0.4
H -4.763299 -1.355862 -1.422350 0.2 0.6 -0.4
H -3.615209 -2.329420 -2.394112 0.2 0.2 -0.6
Cl 4.308001 -0.450560 0.710166 -1.3 0.0 -0.3
C 0.907283 -3.829184 4.857319 0.3 -0.3 0.3
Cl -0.122490 -3.534596 6.244129 -0.3 0.0 0.6
Cl 0.290813 -2.907345 3.483808 0.3 -0.2 -0.2
H 1.917116 -3.529175 5.137198 -0.2 0.2 -0.4
H 0.901362 -4.904495 4.679061 -0.2 0.3 -0.4
C -2.719995 1.591502 3.288019 0.5 -0.4 -0.5
Cl -1.001716 1.890146 2.703483 -1.2 -0.2 0.3
Cl -2.771229 1.257870 5.022434 0.0 0.4 -0.2
H -3.344699 2.432475 2.987021 0.4 0.1 0.4
H -3.117290 0.696968 2.808358 0.4 0.1 -0.1
C 2.145917 5.549431 -1.062181 0.1 0.4 -0.2
Cl 1.320547 6.794025 -2.013777 -0.2 0.1 -0.2
Cl 1.512177 3.933722 -1.418859 0.1 0.2 0.2
H 3.192124 5.597632 -1.364226 -0.2 -0.2 0.3
H 1.990252 5.836703 -0.022302 0.1 -0.5 -0.1
C 2.557814 -1.218629 -5.949810 -0.4 0.2 0.4
Cl 3.857441 -2.203566 -5.263470 -0.1 0.1 -0.2
Cl 1.388392 -0.717991 -4.692025 0.0 0.0 0.0
H 2.968691 -0.290228 -6.346467 0.0 -0.4 -0.1
H 1.964060 -1.803479 -6.652316 0.5 0.1 -0.1

---

# 4
51
Properties=species:S:1:pos:R:3:forces:R:3 method="wB97M-V/def2-TZVPD" relative_energy_kcal_mol=16.04 orbital_gap_ha=0.2638
O -0.216006 1.339982 -3.336481 1.3 -0.1 -0.9
C 0.790585 1.873587 -4.347893 -0.6 -0.3 1.7
C -0.118519 3.072998 -4.614482 0.9 -0.2 0.2
H 0.945515 1.163546 -5.160090 0.0 0.1 0.2
H 1.715820 2.080833 -3.799954 -0.3 -0.2 -0.5
C -1.180187 2.346390 -3.768275 0.3 0.5 -0.2
H -0.340621 3.180887 -5.664011 -0.3 0.4 -0.2
H 0.318291 3.989859 -4.183556 -0.5 -0.3 -0.2
C -2.217353 1.701712 -4.631099 -1.2 -0.5 -0.6
H -1.850772 0.806301 -5.159936 0.0 0.4 0.3
H -2.583125 2.390524 -5.402529 0.1 0.0 0.2
H -3.098312 1.416952 -4.035614 0.3 -0.1 -0.2
C -1.801628 3.141715 -2.642756 -0.1 -0.2 0.2
H -1.081819 3.781572 -2.122351 -0.1 -0.2 -0.1
H -2.298849 2.471297 -1.929388 0.3 0.1 -0.1
H -2.588974 3.769193 -3.068176 0.1 0.1 0.0
Lu 0.291494 -0.959492 -2.058211 1.0 3.1 1.1
C 1.362655 0.423510 0.426138 1.0 -0.2 -0.6
C 2.268011 -0.580230 -0.047846 -0.5 1.1 -0.6
C 2.840511 -0.110891 -1.283283 -0.6 0.6 0.7
H 2.542049 -1.477897 0.482292 -0.2 -0.1 -0.2
C 2.313883 1.202692 -1.516484 0.1 -0.7 0.1
C 1.379882 1.501659 -0.488229 0.2 0.0 0.0
H 0.844176 2.451169 -0.374406 0.2 -0.5 -0.1
H 0.807129 0.378251 1.360547 0.1 0.0 -0.3
H 3.615952 -0.610508 -1.853138 -0.1 0.1 0.1
H 2.718341 1.913293 -2.238792 -0.3 -0.3 0.2
C -0.875636 -1.449972 0.221646 -0.9 -0.1 -1.2
C -1.450791 -0.203899 -0.216230 -0.6 -1.0 0.1
C -2.195947 -0.458537 -1.398319 0.3 -0.4 0.3
H -1.394288 0.748384 0.313147 0.0 -0.4 -0.3
C -1.982300 -1.822147 -1.782130 -0.2 -0.4 0.8
C -1.168675 -2.445579 -0.759118 -1.5 1.1 0.3
H -0.897458 -3.487513 -0.710574 0.0 0.1 0.0
H -0.400090 -1.652982 1.171035 0.3 0.2 -0.3
H -2.939666 0.214997 -1.823600 0.6 -0.1 -0.2
H -2.456088 -2.338865 -2.615288 0.1 0.2 0.2
O 0.344788 -1.503248 -4.578941 0.0 -0.1 -2.6
C -0.129537 -1.170366 -6.002590 0.0 -0.7 1.0
C 0.593990 -2.095550 -7.008794 -0.6 0.4 -0.3
H 0.092512 -0.133667 -6.210755 0.0 0.2 0.2
H -1.211386 -1.337367 -6.050134 0.2 0.1 0.3
C 1.472502 -3.024553 -6.198902 0.2 0.1 0.1
H 1.182055 -1.508117 -7.716986 -0.1 0.0 0.1
H -0.137621 -2.650410 -7.612291 0.1 0.2 0.3
C 1.167272 -2.698348 -4.742809 0.3 -0.6 0.3
H 2.530896 -2.849620 -6.401696 -0.1 0.0 0.0
H 1.272894 -4.080449 -6.414840 0.0 0.3 0.1
H 2.093546 -2.512944 -4.209132 -0.1 -0.2 0.1
H 0.638278 -3.534929 -4.287886 0.1 0.2 0.2
Cl 1.499922 -2.991321 -1.838410 0.9 -1.6 0.1

---

# 5
66
Properties=species:S:1:pos:R:3:forces:R:3 method="wB97M-V/def2-TZVPD" relative_energy_kcal_mol=0.00 multiplicity=2 orbital_gap_ha="0.1522 / 0.2493" total_charge=-1
Ti 0.849001 -2.567222 -0.384278 0.0 0.0 0.0
O -0.681154 -1.283965 -0.671176 0.0 0.0 0.0
P -0.864303 0.217147 -0.868093 0.0 -0.1 0.0
C 0.781067 0.999332 -0.799100 0.0 0.0 0.0
P 1.551815 0.452858 0.750413 0.0 0.0 -0.1
O 1.531855 -1.058434 0.841912 0.0 0.0 0.0
C 3.257660 1.033932 0.650794 0.0 0.0 0.0
C 4.064163 0.514420 -0.363524 0.0 0.0 0.0
C 5.389235 0.906214 -0.458804 0.0 0.0 0.0
C 5.914130 1.814075 0.453002 0.0 0.0 0.0
C 5.118492 2.320748 1.468996 0.0 0.0 0.0
C 3.790617 1.927862 1.573408 0.0 0.0 0.0
C 0.715419 1.219774 2.096502 0.0 0.0 0.0
C 0.178935 0.403148 3.102890 0.0 0.0 0.0
C -0.517517 0.974317 4.148117 0.0 0.0 0.0
C -0.685458 2.360346 4.214616 0.0 0.0 0.0
C -0.140058 3.170724 3.226832 0.0 0.0 0.0
C 0.548934 2.615637 2.164380 0.0 0.0 0.0
C -1.424550 0.505844 -2.564111 0.1 0.0 0.0
C -0.684246 -0.038743 -3.615082 0.0 0.0 0.0
C -1.116089 0.128519 -4.920660 0.0 0.0 0.0
C -2.280093 0.841993 -5.182366 0.0 0.0 0.0
C -3.020259 1.376654 -4.139010 0.0 0.0 0.0
C -2.597604 1.204529 -2.826902 0.0 0.0 0.0
C -1.897332 0.966421 0.296575 0.0 0.0 0.0
C -2.075748 2.386268 0.311371 0.0 0.0 0.0
C -2.899698 2.963327 1.255357 0.0 0.0 0.0
C -3.550874 2.191286 2.216163 0.0 0.0 0.0
C -3.383718 0.788415 2.197202 0.0 0.0 0.0
C -2.582385 0.184134 1.264421 0.0 0.0 0.0
H 0.673815 2.087185 -0.792626 0.0 0.0 0.0
H 1.393804 0.691705 -1.651603 0.0 0.0 0.0
H 3.660410 -0.216940 -1.057020 0.0 0.0 0.0
H 6.014387 0.495300 -1.241054 0.0 0.0 0.0
H 6.950470 2.119022 0.375548 0.0 0.0 0.0
H 5.531414 3.017014 2.187857 0.0 0.0 0.0
H 3.170920 2.307377 2.375700 0.0 0.0 0.0
H 0.280052 -0.674002 3.031631 0.0 0.0 0.0
H -0.949871 0.334543 4.906815 0.0 0.0 0.0
H -1.237892 2.802926 5.033367 0.0 0.0 0.0
H -0.281848 4.243983 3.268049 0.0 0.0 0.0
H 0.957397 3.259488 1.392865 0.0 0.0 0.0
H 0.211032 -0.616158 -3.404115 0.0 0.0 0.0
H -0.548008 -0.306553 -5.733099 0.0 0.0 0.0
H -2.615905 0.971213 -6.204065 0.0 0.0 0.0
H -3.934029 1.920555 -4.342730 0.0 0.0 0.0
H -3.180919 1.597807 -2.003519 0.0 0.0 0.0
H -1.582700 3.014719 -0.423772 0.0 0.0 0.0
H -3.021970 4.041209 1.257749 0.0 0.0 0.0
H -4.191926 2.659273 2.951689 0.0 0.0 0.0
H -3.879263 0.173253 2.938977 0.0 0.0 0.0
H -2.435025 -0.889570 1.283653 0.0 0.0 0.0
Se -1.261127 -3.251324 2.679404 0.0 0.1 0.1
Se -0.283886 -4.798111 1.319862 0.0 0.0 0.0
Se 2.004265 -4.254132 1.108884 0.0 0.0 0.0
Se 2.123646 -2.408729 -2.217875 0.0 0.0 -0.1
C 0.715036 -5.844072 -1.744148 0.0 0.0 0.0
O -0.549594 -5.253433 -1.496412 0.0 0.0 0.0
C -0.644082 -4.130440 -0.697926 0.0 0.0 0.0
C -2.098522 -3.723639 -0.748182 0.0 0.0 0.0
H 0.559387 -6.544838 -2.564046 0.0 0.0 0.0
H 1.073972 -6.388052 -0.867103 0.0 0.0 0.0
H 1.455309 -5.094613 -2.024753 0.0 0.0 0.0
H -2.740393 -4.608962 -0.716464 0.0 0.0 0.0
H -2.269894 -3.197729 -1.689720 0.0 0.0 0.0
H -2.358701 -3.054838 0.068334 0.0 0.0 0.0